1) {
  "formula": "C42H35F7",
  "method": "ωB97M-V/def2-TZVPD",
  "elements": ["F", "C", "C", "C", "C", "C", "C", "H", "H", "H", "H", "H", "F", "C", "C", "C", "C", "C", "C", "H", "H", "H", "H", "H", "F", "C", "C", "C", "C", "C", "C", "H", "H", "H", "H", "H", "F", "C", "C", "C", "C", "C", "C", "H", "H", "H", "H", "H", "F", "C", "C", "C", "C", "C", "C", "H", "H", "H", "H", "H", "F", "C", "C", "C", "C", "C", "C", "H", "H", "H", "H", "H", "F", "C", "C", "C", "C", "C", "C", "H", "H", "H", "H", "H"],
  "xyz": [[6.236, 4.339, 0.263], [5.577, 3.331, 0.854], [4.202, 3.318, 0.877], [3.528, 2.224, 1.404], [4.238, 1.135, 1.881], [5.630, 1.127, 1.851], [6.292, 2.254, 1.334], [3.559, 4.058, 0.417], [2.448, 2.230, 1.338], [3.693, 0.331, 2.354], [6.226, 0.289, 2.179], [7.372, 2.245, 1.275], [4.714, 0.809, -6.495], [3.489, 1.053, -5.994], [3.150, 0.533, -4.769], [1.840, 0.625, -4.314], [0.896, 1.319, -5.065], [1.304, 1.925, -6.257], [2.565, 1.724, -6.782], [3.953, 0.013, -4.259], [1.534, 0.095, -3.425], [-0.078, 1.372, -4.601], [0.657, 2.626, -6.772], [2.855, 2.162, -7.726], [-5.304, 5.667, -2.705], [-4.219, 5.296, -3.405], [-3.589, 6.171, -4.262], [-2.509, 5.762, -5.017], [-1.988, 4.473, -4.826], [-2.575, 3.614, -3.922], [-3.646, 4.081, -3.178], [-3.978, 7.180, -4.350], [-1.989, 6.434, -5.684], [-1.168, 3.981, -5.338], [-2.161, 2.621, -3.820], [-4.165, 3.441, -2.468], [1.855, -0.868, 0.785], [0.751, -0.492, 0.104], [0.898, 0.434, -0.920], [-0.264, 0.792, -1.586], [-1.508, 0.330, -1.222], [-1.630, -0.623, -0.202], [-0.467, -1.035, 0.454], [1.917, 0.744, -1.110], [-0.084, 1.378, -2.479], [-2.405, 0.686, -1.710], [-2.579, -1.003, 0.146], [-0.506, -1.625, 1.362], [-5.567, -3.663, 5.832], [-4.283, -3.751, 5.458], [-3.859, -3.216, 4.271], [-2.510, -3.306, 3.907], [-1.567, -3.758, 4.799], [-2.014, -4.285, 6.020], [-3.358, -4.253, 6.363], [-4.602, -2.863, 3.572], [-2.167, -2.858, 2.983], [-0.510, -3.709, 4.576], [-1.375, -4.873, 6.667], [-3.719, -4.594, 7.325], [-4.966, -1.890, -0.608], [-5.595, -1.950, 0.579], [-6.680, -2.786, 0.770], [-7.374, -2.729, 1.981], [-6.922, -1.934, 3.030], [-5.958, -0.996, 2.733], [-5.280, -0.990, 1.538], [-7.065, -3.358, -0.064], [-8.215, -3.401, 2.098], [-7.381, -1.941, 4.008], [-5.732, -0.302, 3.535], [-4.467, -0.341, 1.236], [7.692, -2.367, 3.540], [6.628, -2.553, 2.743], [5.383, -2.216, 3.242], [4.269, -2.364, 2.431], [4.424, -2.677, 1.094], [5.667, -3.021, 0.580], [6.767, -3.004, 1.438], [5.281, -1.758, 4.218], [3.323, -1.980, 2.788], [3.553, -2.432, 0.500], [5.848, -3.299, -0.448], [7.766, -3.153, 1.046]],
  "smiles": "Fc1ccccc1.Fc1ccccc1.Fc1ccccc1.Fc1ccccc1.Fc1ccccc1.Fc1ccccc1.Fc1ccccc1",
  "homo_lumo_gap_ev": 9.673,
  "molar_mass_da": 672.7
}

---

2) {
  "formula": "C42H35F7",
  "method": "ωB97M-V/def2-TZVPD",
  "elements": ["F", "C", "C", "C", "C", "C", "C", "H", "H", "H", "H", "H", "F", "C", "C", "C", "C", "C", "C", "H", "H", "H", "H", "H", "F", "C", "C", "C", "C", "C", "C", "H", "H", "H", "H", "H", "F", "C", "C", "C", "C", "C", "C", "H", "H", "H", "H", "H", "F", "C", "C", "C", "C", "C", "C", "H", "H", "H", "H", "H", "F", "C", "C", "C", "C", "C", "C", "H", "H", "H", "H", "H", "F", "C", "C", "C", "C", "C", "C", "H", "H", "H", "H", "H"],
  "xyz": [[-3.687, 6.619, 1.958], [-3.533, 6.294, 0.646], [-2.756, 7.123, -0.184], [-2.427, 6.659, -1.457], [-2.999, 5.455, -1.967], [-3.741, 4.637, -1.135], [-4.027, 5.059, 0.141], [-2.519, 8.080, 0.257], [-1.770, 7.205, -2.118], [-2.665, 5.270, -2.978], [-4.078, 3.655, -1.433], [-4.677, 4.430, 0.732], [-0.670, -0.331, 6.646], [-0.127, 0.536, 5.788], [-0.326, 1.877, 6.001], [0.256, 2.813, 5.166], [0.977, 2.364, 4.060], [1.126, 1.004, 3.812], [0.645, 0.090, 4.719], [-0.850, 2.288, 6.852], [0.062, 3.869, 5.280], [1.266, 3.040, 3.270], [1.613, 0.583, 2.945], [0.722, -0.973, 4.545], [-1.421, -4.693, 1.576], [-0.911, -5.201, 0.467], [-0.653, -6.544, 0.364], [-0.231, -7.053, -0.876], [-0.018, -6.173, -1.922], [-0.317, -4.823, -1.827], [-0.766, -4.321, -0.611], [-0.918, -7.253, 1.135], [-0.001, -8.104, -0.967], [0.143, -6.547, -2.922], [-0.213, -4.145, -2.661], [-0.946, -3.256, -0.607], [1.778, 0.414, -3.287], [2.372, -0.648, -3.850], [2.186, -1.991, -3.388], [2.878, -3.083, -3.879], [3.887, -2.844, -4.819], [4.065, -1.568, -5.364], [3.307, -0.484, -4.896], [1.422, -2.130, -2.637], [2.689, -4.077, -3.502], [4.570, -3.610, -5.154], [4.771, -1.332, -6.146], [3.557, 0.529, -5.174], [0.918, -7.527, 5.211], [0.558, -6.223, 5.329], [0.331, -5.739, 6.603], [-0.101, -4.448, 6.779], [-0.353, -3.635, 5.716], [-0.295, -4.157, 4.424], [0.204, -5.433, 4.239], [0.422, -6.375, 7.471], [-0.257, -4.113, 7.794], [-0.629, -2.610, 5.915], [-0.632, -3.588, 3.570], [0.232, -5.796, 3.223], [-2.489, 2.684, 1.697], [-1.681, 1.765, 1.136], [-1.270, 0.707, 1.933], [-0.421, -0.299, 1.412], [0.014, -0.173, 0.112], [-0.473, 0.913, -0.670], [-1.263, 1.942, -0.158], [-1.677, 0.688, 2.933], [-0.201, -1.221, 1.928], [0.540, -0.994, -0.350], [-0.075, 1.075, -1.661], [-1.590, 2.844, -0.655], [1.706, 3.714, -7.953], [1.395, 3.952, -6.667], [1.304, 5.289, -6.241], [0.993, 5.580, -4.904], [0.781, 4.574, -3.963], [0.893, 3.239, -4.472], [1.135, 2.937, -5.792], [1.569, 6.086, -6.921], [0.960, 6.621, -4.618], [0.488, 4.746, -2.938], [0.803, 2.340, -3.881], [1.114, 1.930, -6.181]],
  "smiles": "Fc1ccccc1.Fc1ccccc1.Fc1ccccc1.Fc1ccccc1.Fc1ccccc1.Fc1ccccc1.Fc1ccccc1",
  "homo_lumo_gap_ev": 9.729,
  "molar_mass_da": 672.7
}

---

3) {
  "formula": "C42H35F7",
  "method": "ωB97M-V/def2-TZVPD",
  "elements": ["F", "C", "C", "C", "C", "C", "C", "H", "H", "H", "H", "H", "F", "C", "C", "C", "C", "C", "C", "H", "H", "H", "H", "H", "F", "C", "C", "C", "C", "C", "C", "H", "H", "H", "H", "H", "F", "C", "C", "C", "C", "C", "C", "H", "H", "H", "H", "H", "F", "C", "C", "C", "C", "C", "C", "H", "H", "H", "H", "H", "F", "C", "C", "C", "C", "C", "C", "H", "H", "H", "H", "H", "F", "C", "C", "C", "C", "C", "C", "H", "H", "H", "H", "H"],
  "xyz": [[17.034, -8.222, 12.136], [16.274, -7.849, 13.227], [15.079, -8.554, 13.403], [14.348, -8.230, 14.520], [14.908, -7.402, 15.513], [16.133, -6.794, 15.309], [16.851, -6.991, 14.145], [14.818, -9.253, 12.568], [13.447, -8.741, 14.843], [14.385, -7.299, 16.523], [16.584, -6.093, 16.067], [17.837, -6.632, 14.006], [18.185, -10.825, 19.357], [17.330, -9.798, 19.669], [17.295, -8.666, 18.912], [16.344, -7.627, 19.145], [15.543, -7.836, 20.297], [15.504, -9.029, 20.980], [16.448, -9.995, 20.713], [18.025, -8.462, 18.126], [16.325, -6.702, 18.598], [14.731, -7.112, 20.430], [14.658, -9.191, 21.565], [16.586, -10.927, 21.223], [20.301, -10.399, 16.252], [19.532, -11.265, 15.627], [19.571, -12.608, 15.963], [18.789, -13.453, 15.235], [17.936, -13.063, 14.201], [17.923, -11.723, 13.811], [18.724, -10.847, 14.547], [20.104, -12.933, 16.869], [18.822, -14.415, 15.750], [17.205, -13.752, 13.752], [17.188, -11.256, 13.152], [18.715, -9.767, 14.370], [13.195, -11.433, 23.711], [12.246, -10.832, 22.990], [11.558, -9.761, 23.558], [10.772, -8.997, 22.725], [10.597, -9.327, 21.429], [11.236, -10.438, 20.892], [12.132, -11.142, 21.653], [11.826, -9.482, 24.547], [10.413, -8.087, 23.141], [9.974, -8.821, 20.715], [11.145, -10.616, 19.819], [12.786, -11.876, 21.215], [14.394, -19.994, 12.094], [15.262, -19.948, 13.131], [15.013, -20.822, 14.175], [15.868, -20.774, 15.256], [16.979, -19.934, 15.225], [17.233, -19.088, 14.190], [16.346, -19.096, 13.089], [14.109, -21.426, 14.103], [15.737, -21.367, 16.119], [17.460, -19.718, 16.182], [18.036, -18.390, 14.248], [16.546, -18.410, 12.247], [21.849, -16.967, 17.763], [20.845, -16.123, 18.168], [19.502, -16.466, 17.869], [18.537, -15.692, 18.464], [18.876, -14.543, 19.133], [20.222, -14.189, 19.401], [21.162, -15.037, 18.932], [19.295, -17.335, 17.261], [17.436, -15.926, 18.348], [18.068, -13.994, 19.626], [20.486, -13.326, 20.012], [22.206, -14.854, 19.061], [11.152, -11.440, 16.617], [12.506, -11.370, 16.673], [13.069, -10.421, 17.519], [14.433, -10.416, 17.548], [15.263, -11.141, 16.701], [14.645, -12.070, 15.857], [13.264, -12.201, 15.848], [12.415, -9.702, 18.008], [14.972, -9.731, 18.246], [16.333, -11.024, 16.776], [15.277, -12.763, 15.340], [12.751, -12.957, 15.284]],
  "smiles": "Fc1ccccc1.Fc1ccccc1.Fc1ccccc1.Fc1ccccc1.Fc1ccccc1.Fc1ccccc1.Fc1ccccc1",
  "homo_lumo_gap_ev": 9.622,
  "molar_mass_da": 672.7
}

---

Most stable: 1) (next structure +6.8 kcal/mol)

---

1) {
  "formula": "C9H20N3O",
  "method": "ωB97M-V/def2-TZVPD",
  "elements": ["C", "C", "C", "C", "C", "C", "N", "O", "C", "N", "C", "C", "N", "H", "H", "H", "H", "H", "H", "H", "H", "H", "H", "H", "H", "H", "H", "H", "H", "H", "H", "H", "H"],
  "xyz": [[1.278, 2.164, 0.246], [1.256, 0.699, -0.163], [1.804, 0.632, -1.659], [2.290, -0.047, 0.637], [-0.158, -0.035, -0.050], [-1.220, 0.786, -0.801], [-1.747, 1.848, -0.156], [-1.410, 0.473, -1.961], [-0.545, -0.243, 1.448], [-1.961, -0.627, 1.250], [-1.902, -2.059, 0.875], [-1.211, -2.315, -0.480], [-0.154, -1.318, -0.813], [2.372, 2.517, 0.421], [0.735, 2.352, 1.107], [0.760, 2.909, -0.435], [2.736, 1.010, -1.544], [1.640, -0.346, -1.969], [1.152, 1.375, -2.309], [3.190, 0.448, 0.467], [2.536, -1.061, 0.235], [2.131, -0.057, 1.790], [-1.435, 2.206, 0.764], [-2.235, 2.590, -0.749], [-0.057, -0.979, 2.090], [-0.373, 0.722, 1.959], [-2.483, -0.311, 2.051], [-2.874, -2.453, 0.616], [-1.501, -2.761, 1.555], [-0.833, -3.289, -0.579], [-2.086, -2.235, -1.124], [0.750, -1.723, -0.937], [-0.445, -0.869, -1.780]],
  "smiles": "CC(C)(C)[C@]1(C(N)=O)CNCC[NH2+]1",
  "homo_lumo_gap_ev": 10.511,
  "molar_mass_da": 186.3,
  "charge": 1
}

---

2) {
  "formula": "C9H20N3O",
  "method": "ωB97M-V/def2-TZVPD",
  "elements": ["C", "N", "C", "C", "C", "N", "C", "C", "C", "O", "N", "C", "C", "H", "H", "H", "H", "H", "H", "H", "H", "H", "H", "H", "H", "H", "H", "H", "H", "H", "H", "H", "H"],
  "xyz": [[-2.280, -1.633, -0.808], [-2.546, -0.419, -0.371], [-3.596, -0.184, 0.508], [-1.722, 0.728, -0.730], [-0.871, 1.570, 0.341], [0.527, 1.197, 0.341], [1.313, 2.134, 1.151], [0.887, -0.144, 0.220], [0.023, -1.014, 0.749], [-0.003, -2.315, 0.289], [1.971, -0.491, -0.482], [2.563, 0.374, -1.449], [2.924, -1.423, 0.260], [-1.368, -1.808, -1.382], [-2.961, -2.473, -0.659], [-4.609, -0.368, -0.014], [-3.521, -0.871, 1.417], [-3.622, 0.733, 0.935], [-2.510, 1.560, -0.988], [-1.258, 0.538, -1.675], [-0.869, 2.741, 0.021], [-1.164, 1.470, 1.396], [1.331, 3.139, 0.719], [1.006, 2.149, 2.120], [2.370, 1.757, 1.069], [-0.818, -0.751, 1.467], [0.821, -2.641, -0.165], [3.603, 0.626, -1.121], [2.862, -0.197, -2.375], [1.948, 1.211, -1.771], [3.925, -1.035, 0.397], [2.488, -1.962, 1.067], [3.158, -2.200, -0.477]],
  "smiles": "C=[N+](C)CCN(C)/C(=C/O)N(C)C",
  "homo_lumo_gap_ev": 6.277,
  "molar_mass_da": 186.3,
  "charge": 1
}

---

Most stable: 1) (next structure +73.5 kcal/mol)

---

1) {
  "formula": "HO3S3",
  "method": "ωB97M-V/def2-TZVPD",
  "elements": ["O", "S", "O", "O", "S", "S", "H"],
  "xyz": [[-0.135, -1.240, 0.625], [0.842, -0.368, 0.074], [2.139, -0.308, 0.733], [0.971, -0.624, -1.361], [-0.236, 1.626, 0.609], [-2.077, 1.068, -0.362], [-1.504, -0.154, -0.318]],
  "smiles": "O=S(=O)([O-])SS",
  "homo_lumo_gap_ev": 7.812,
  "molar_mass_da": 145.2,
  "charge": -1
}

---

2) {
  "formula": "HO3S3",
  "method": "ωB97M-V/def2-TZVPD",
  "elements": ["O", "O", "O", "S", "S", "S", "H"],
  "xyz": [[1.642, 0.311, -0.052], [-0.508, 0.141, 1.138], [-0.387, -0.201, -1.235], [-0.979, 1.645, 0.721], [0.754, -2.423, 0.111], [0.443, -0.533, -0.134], [-0.966, 1.060, -0.549]],
  "homo_lumo_gap_ev": 7.971,
  "molar_mass_da": 145.2,
  "charge": -1
}

---

Most stable: 1) (next structure +29.8 kcal/mol)